Formula: C3H5FO2S
Source: OMol25
Level of theory: ωB97M-V/def2-TZVPD

```
12
Properties=species:S:1:pos:R:3:nbo_charge:R:1
C -0.33 -0.69 -1.11 -0.3167
C -1.21 0.17 -0.25 -0.7216
C 1.24 -0.52 0.26 -0.0129
O 0.63 2.16 0.45 -0.8860
O -0.33 0.63 2.21 -0.9165
F 2.35 -0.01 -0.23 -0.2979
S 0.12 0.87 0.80 2.0156
H -0.32 -1.76 -0.92 0.2110
H 0.06 -0.19 -1.91 0.1960
H -1.69 1.13 -0.73 0.2646
H -1.88 -0.34 0.54 0.2729
H 1.36 -1.44 0.88 0.1914
```

Values from the calculation:
HOMO (alpha / beta): -6.6602 / -10.7414 eV
⟨S²⟩: 2.008
energy above the lowest of the compared OMol25 structures with the same formula, charge and spin: 2.108 eV
LUMO (alpha / beta): 0.691 / -2.671 eV
multiplicity: 3
Kohn-Sham gap (alpha / beta): 7.351 / 8.071 eV


Formula: C3H5FS
Source: OMol25
Level of theory: ωB97M-V/def2-TZVPD

```
10
Properties=species:S:1:pos:R:3:nbo_charge:R:1
C -0.55 0.46 -0.61 -0.6222
C -0.48 -0.03 0.79 0.3869
C -1.51 0.16 1.62 -0.4582
H 0.41 0.27 -2.58 0.1090
H -0.57 1.51 -0.77 0.2303
H -1.46 0.05 -1.06 0.2367
H -1.50 -0.01 2.70 0.2209
H -2.51 0.45 1.25 0.2130
F 0.77 -0.37 1.34 -0.3427
S 0.87 -0.15 -1.40 0.0263
```

Values from the calculation:
HOMO: -9.0987 eV
SMILES: C=C(F)CS
energy above the lowest of the compared OMol25 structures with the same formula, charge and spin: 0.792 eV
LUMO: 0.718 eV
Kohn-Sham gap: 9.817 eV


Formula: C3H5GdLiO4
Source: OMol25
Level of theory: ωB97M-V/def2-TZVPD

```
14
Properties=species:S:1:pos:R:3:lowdin_spin:R:1
Gd 1.47 4.30 0.39 7.9025
O 1.87 1.99 0.71 0.0895
C 1.52 0.67 0.64 0.0031
H 1.38 0.23 1.65 -0.0004
H 2.26 0.04 0.10 -0.0004
C 0.15 0.54 -0.12 0.0029
O -0.28 -0.83 -0.32 0.0004
C -1.52 -1.05 -0.75 0.0000
O -2.30 -0.24 -1.12 0.0000
O -1.74 -2.34 -0.43 0.0000
Li 0.16 -2.63 0.52 0.0006
H 0.27 0.92 -1.14 0.0008
H -0.61 1.01 0.52 0.0009
H -2.64 -2.62 -0.63 0.0000
```

Values from the calculation:
HOMO (alpha / beta): -16.5054 / -16.6625 eV
⟨S²⟩: 20.025
charge: +2
energy above the lowest of the compared OMol25 structures with the same formula, charge and spin: 0.000 eV
LUMO (alpha / beta): -7.815 / -8.489 eV
multiplicity: 9
Kohn-Sham gap (alpha / beta): 8.690 / 8.173 eV


Formula: C3H5GdO3
Source: OMol25
Level of theory: ωB97M-V/def2-TZVPD

```
12
Properties=species:S:1:pos:R:3:lowdin_spin:R:1
H 2.41 -1.27 0.14 0.0001
O -0.24 1.31 -0.80 0.0084
C -1.15 0.66 -0.28 0.0069
C 1.52 -0.54 -0.16 0.0002
O -2.38 0.98 -0.19 0.0686
O -0.87 -0.53 0.28 0.0003
C 0.42 -0.69 0.88 0.0000
Gd -3.90 2.28 -1.68 7.9152
H 2.04 0.42 -0.07 0.0000
H 1.23 -0.99 -1.12 0.0000
H 0.52 0.06 1.67 0.0001
H 0.41 -1.69 1.31 0.0000
```

Values from the calculation:
HOMO (alpha / beta): -12.4249 / -12.4155 eV
⟨S²⟩: 20.028
charge: +1
energy above the lowest of the compared OMol25 structures with the same formula, charge and spin: 0.000 eV
LUMO (alpha / beta): -6.057 / -6.664 eV
multiplicity: 9
Kohn-Sham gap (alpha / beta): 6.368 / 5.751 eV


Formula: C3H5HoLiO4
Source: OMol25
Level of theory: ωB97M-V/def2-TZVPD

```
14
Properties=species:S:1:pos:R:3:nbo_charge:R:1
Ho -0.19 -2.70 0.74 1.6691
O 2.03 -1.71 0.87 -0.8301
C 2.49 -0.58 0.57 0.0288
H 2.45 -0.30 -0.50 0.1202
H 3.21 -0.05 1.22 0.1700
C -0.25 0.65 0.74 -0.1811
O -1.63 0.85 0.26 -0.5428
C -2.02 0.15 -0.77 1.0097
O -1.68 -1.03 -0.89 -0.7114
O -2.17 0.98 -1.79 -0.6386
Li -0.14 2.92 0.55 0.9885
H -0.47 0.11 1.68 0.1911
H 0.30 0.16 -0.08 0.1963
H -1.92 0.56 -2.62 0.5306
```

Values from the calculation:
HOMO (alpha / beta): -12.1017 / -16.6187 eV
⟨S²⟩: 8.759
charge: +2
LUMO (alpha / beta): -7.889 / -10.519 eV
multiplicity: 6
Kohn-Sham gap (alpha / beta): 4.212 / 6.100 eV


Formula: C3H5I
Source: OMol25
Level of theory: ωB97M-V/def2-TZVPD

```
9
Properties=species:S:1:pos:R:3:nbo_charge:R:1
C -0.77 1.92 0.61 -0.1755
C -1.60 1.01 0.51 -0.4711
C 1.13 -1.10 -0.40 -0.8426
I -2.97 -0.37 -0.07 0.4296
H 0.61 -0.24 0.27 0.2150
H -0.33 2.83 0.83 0.2236
H 2.12 -1.06 -0.20 0.2042
H 0.71 -2.05 -0.12 0.2089
H 1.09 -0.94 -1.43 0.2079
```

Values from the calculation:
HOMO (alpha / beta): -5.6451 / -9.5834 eV
⟨S²⟩: 2.014
energy above the lowest of the compared OMol25 structures with the same formula, charge and spin: 2.387 eV
LUMO (alpha / beta): 0.887 / -3.616 eV
multiplicity: 3
Kohn-Sham gap (alpha / beta): 6.533 / 5.967 eV


Formula: C3H5IN2
Source: OMol25
Level of theory: ωB97M-V/def2-TZVPD

```
11
Properties=species:S:1:pos:R:3:nbo_charge:R:1
C 0.06 0.77 0.19 -0.2255
C -1.11 1.11 -0.24 -0.0781
C 0.35 -0.74 0.24 -0.3024
N -0.84 -1.37 -0.27 -0.4395
N -1.99 0.17 -0.80 -0.5210
I -3.77 -0.05 0.06 0.3449
H 0.71 1.27 0.82 0.2151
H -1.43 2.13 0.14 0.2355
H 1.32 -0.93 -0.34 0.2072
H 0.56 -1.06 1.26 0.1979
H -0.80 -1.67 -1.30 0.3657
```

Values from the calculation:
HOMO (alpha / beta): -8.4221 / -8.4223 eV
energy above the lowest of the compared OMol25 structures with the same formula, charge and spin: 3.190 eV
LUMO (alpha / beta): -0.346 / -0.344 eV
Kohn-Sham gap (alpha / beta): 8.077 / 8.078 eV


Formula: C3H5IN2O
Source: OMol25
Level of theory: ωB97M-V/def2-TZVPD

```
12
Properties=species:S:1:pos:R:3:nbo_charge:R:1
C -1.04 0.67 0.29 0.6297
C 0.98 -0.45 -0.37 -0.2576
C -0.32 0.21 -0.98 -0.4435
N -0.61 -0.09 1.35 -0.4675
N 0.56 -0.75 1.06 -0.4574
O -1.81 1.59 0.30 -0.5685
I 0.16 1.80 -2.32 0.1369
H 1.44 -1.37 -0.81 0.2211
H 1.83 0.29 -0.52 0.2080
H -1.01 -0.41 -1.50 0.2457
H -0.62 0.35 2.29 0.4034
H 0.45 -1.85 1.22 0.3498
```

Values from the calculation:
HOMO: -9.0833 eV
SMILES: O=C1NNC[C@@H]1I
energy above the lowest of the compared OMol25 structures with the same formula, charge and spin: 0.204 eV
LUMO: 0.281 eV
Kohn-Sham gap: 9.364 eV


Formula: C3H5IN3P
Source: OMol25
Level of theory: ωB97M-V/def2-TZVPD

```
13
Properties=species:S:1:pos:R:3:nbo_charge:R:1
C -1.42 0.32 -0.33 0.2683
C -0.42 1.17 -1.87 0.1651
C -1.99 0.08 0.99 -0.6431
N -0.99 -0.70 -1.13 -0.2933
N -0.27 -0.15 -2.09 -0.3994
N -1.09 1.53 -0.78 -0.5467
P 2.10 0.18 -3.04 0.3451
I 1.15 2.43 -2.71 0.4874
H -3.04 0.14 0.86 0.2209
H -1.78 -0.93 1.44 0.2290
H -1.69 0.81 1.66 0.2220
H 3.34 0.80 -2.75 -0.0586
H 2.40 0.34 -4.53 0.0034
```

Values from the calculation:
HOMO: -8.2662 eV
energy above the lowest of the compared OMol25 structures with the same formula, charge and spin: 2.666 eV
LUMO: -1.530 eV
Kohn-Sham gap: 6.736 eV


Formula: C3H5IO2S
Source: OMol25
Level of theory: ωB97M-V/def2-TZVPD

```
12
Properties=species:S:1:pos:R:3:nbo_charge:R:1
C -1.53 -0.28 -0.14 -0.4691
C -0.58 -0.32 1.15 -0.4370
C -0.56 0.79 0.24 -0.1701
O 2.35 -0.14 0.56 -0.8558
O 2.35 1.45 -1.30 -0.8300
S 1.73 0.37 -0.61 1.7096
I 1.41 -1.54 -2.21 -0.0843
H -1.14 -0.87 -0.94 0.2266
H -2.52 0.00 -0.32 0.2311
H -1.01 -0.29 2.11 0.2272
H 0.23 -1.02 1.05 0.2382
H -0.73 1.84 0.41 0.2135
```

Values from the calculation:
HOMO (alpha / beta): -7.7262 / -10.0938 eV
⟨S²⟩: 2.011
energy above the lowest of the compared OMol25 structures with the same formula, charge and spin: 0.000 eV
LUMO (alpha / beta): -0.048 / -3.614 eV
multiplicity: 3
Kohn-Sham gap (alpha / beta): 7.678 / 6.480 eV